one.
Below is a structure of composition C3H6N2O3S, with properties calculated with wB97M-V/def2-TZVPD.

Computed properties:
Orbital gap (eV): 9.8

Geometry (Å):
S (-1.490, -0.220, 1.031)
O (-1.823, 0.763, 1.968)
O (-2.750, -0.819, 0.201)
O (-0.802, -1.424, 1.426)
N (2.066, 0.920, 0.033)
N (0.368, -0.541, -0.932)
C (1.688, 0.071, -1.156)
C (1.127, 1.192, 0.775)
C (-0.454, 0.392, -0.256)
H (1.520, 0.557, -2.041)
H (2.338, -0.832, -1.302)
H (1.042, 1.720, 1.696)
H (0.446, -1.391, -0.385)
H (-0.854, 1.282, -0.817)
H (-2.423, -1.669, -0.241)

***

two.
Below is an isolated molecule of C3H6N2O3S, with properties calculated with wB97M-V/def2-TZVPD.

Computed properties:
SMILES string: N[S@]1(=O)=NOCC=CO1
Orbital gap (eV): 9.9

Geometry (Å):
S (-0.324, 0.813, -1.285)
O (0.492, 1.357, 0.840)
O (-1.076, 1.261, -2.432)
O (-0.911, -0.678, -0.876)
N (-0.264, 1.934, -0.214)
N (1.175, 0.140, -1.717)
C (-0.494, -1.588, 0.126)
C (-0.276, 0.301, 1.526)
C (-0.015, -1.078, 1.269)
H (-0.086, 0.428, 2.705)
H (1.759, 0.868, -2.275)
H (1.649, -0.032, -0.866)
H (-0.686, -2.601, -0.156)
H (0.274, -1.802, 2.065)
H (-1.219, 0.675, 1.289)

***

Name the most stable of them. one.

***

one.
Below is an isolated molecule of CH3N3OS, with properties calculated with wB97M-V/def2-TZVPD.

Computed properties:
SMILES string: [H]/N=N/SNC=O
Orbital gap (eV): 9.1

Geometry (Å):
S (0.270, 1.133, 0.990)
O (-1.519, 0.355, -0.961)
N (2.111, 0.879, -0.896)
N (-0.743, -0.181, 1.050)
N (1.201, 0.258, -0.409)
C (-1.494, -0.455, -0.067)
H (2.840, 0.338, -1.467)
H (-1.871, -1.472, -0.164)
H (-0.795, -0.855, 1.924)

***

two.
Below is an isolated molecule of CH3N3OS, with properties calculated with wB97M-V/def2-TZVPD.

Computed properties:
Orbital gap (eV): 9.3

Geometry (Å):
S (-0.136, 0.692, -1.371)
O (-1.457, 1.235, -1.569)
N (0.810, 0.904, 1.066)
N (0.680, 1.653, -0.198)
N (0.349, -0.273, 1.023)
C (-0.204, -0.861, -0.187)
H (-1.098, -1.247, 0.028)
H (0.598, -0.654, 1.994)
H (0.457, -1.448, -0.786)

***

Name the most stable of them. one.

***

one.
Below is a cluster of 2 separate species, C4H13NOS2 in total, with properties calculated with wB97M-V/def2-TZVPD.

Computed properties:
SMILES string: CN[C@H](C)CSS.O
Orbital gap (eV): 9.4

Geometry (Å):
S (1.271, 1.452, 1.997)
S (-0.283, 2.152, 3.058)
O (-2.370, -1.462, 1.902)
N (-0.204, -0.756, -1.081)
C (0.941, -0.022, 1.004)
C (-1.269, -0.365, -1.946)
C (1.836, 0.653, -1.249)
C (0.571, 0.341, -0.451)
H (-1.244, 0.706, -2.154)
H (-1.369, -0.953, -2.872)
H (-2.290, -0.605, -1.573)
H (-0.093, 1.195, -0.375)
H (2.465, -0.209, -1.542)
H (-1.558, -1.481, 1.409)
H (0.175, 1.929, 4.306)
H (1.837, -0.652, 1.061)
H (0.542, -1.373, -1.358)
H (2.402, 1.499, -0.868)
H (0.138, -0.601, 1.468)
H (-2.951, -2.138, 1.554)
H (1.451, 0.688, -2.291)

***

two.
Below is a cluster of 2 separate species, C4H13NOS2 in total, with properties calculated with wB97M-V/def2-TZVPD.

Computed properties:
SMILES string: CN[C@H](C)CSS.O
Orbital gap (eV): 9.3

Geometry (Å):
S (-1.995, 0.510, 1.936)
S (-0.919, 1.113, 3.553)
O (2.280, 0.477, 0.948)
N (0.491, -0.389, -1.190)
C (-0.854, 0.024, -0.628)
C (-0.842, -0.345, 0.822)
C (-0.999, 1.594, -0.777)
C (0.656, -1.914, -1.288)
H (-1.568, -0.505, -1.299)
H (-1.960, 1.986, -0.621)
H (0.669, -0.101, -2.220)
H (-0.109, 2.115, 3.131)
H (-0.216, -2.612, -1.671)
H (-0.777, 2.045, -1.781)
H (2.087, 0.437, 0.063)
H (0.951, -2.279, -0.308)
H (-0.330, 1.942, -0.040)
H (1.433, -2.115, -1.964)
H (-0.889, -1.460, 0.966)
H (0.234, -0.136, 1.247)
H (2.657, -0.389, 1.121)

***

Name the most stable of them. one.

***

one.
Below is a cluster of 2 separate species, C4H13NOS2 in total, with properties calculated with wB97M-V/def2-TZVPD.

Computed properties:
SMILES string: CSSC[C@@H](C)N.O
Orbital gap (eV): 9.3

Geometry (Å):
S (1.282, 1.476, 0.865)
S (2.703, 2.744, 0.256)
O (-5.514, -2.701, 2.893)
N (-1.288, -0.309, 0.620)
C (-0.468, -0.117, -0.615)
C (0.363, -1.333, -1.037)
C (3.866, 1.782, -0.784)
C (0.328, 1.160, -0.684)
H (-2.178, -0.690, 0.344)
H (-1.345, -0.068, -1.282)
H (4.657, 2.492, -0.990)
H (0.627, -1.422, -2.082)
H (3.310, 1.695, -1.716)
H (-1.447, 0.547, 1.133)
H (-0.090, -2.173, -0.501)
H (1.062, 1.174, -1.493)
H (-5.298, -3.582, 3.218)
H (-5.702, -2.267, 3.731)
H (1.315, -1.239, -0.528)
H (4.098, 0.799, -0.392)
H (-0.280, 2.031, -0.957)

***

two.
Below is a cluster of 3 separate species, C4H13NOS2 in total, with properties calculated with wB97M-V/def2-TZVPD.

Computed properties:
Orbital gap (eV): 4.5

Geometry (Å):
S (0.994, -0.291, 2.121)
S (-0.697, 0.804, -1.774)
O (-0.382, 3.533, 0.558)
N (-0.683, -2.313, -2.149)
C (-1.048, -1.699, 0.202)
C (1.115, 1.511, 2.396)
C (-0.060, -1.717, -0.977)
C (0.528, -0.293, -1.138)
H (2.012, 1.686, 2.988)
H (-2.035, -1.938, -0.194)
H (-0.296, 2.772, -0.026)
H (0.806, -2.353, -0.733)
H (0.216, 1.885, 2.873)
H (-1.044, -0.642, 0.532)
H (1.198, 1.974, 1.410)
H (-1.177, -1.614, -2.679)
H (-0.845, -2.278, 1.098)
H (-0.036, -2.887, -2.675)
H (1.432, -0.427, -1.742)
H (0.855, 0.105, -0.132)
H (-0.854, 4.185, 0.040)

***

Name the most stable of them. one.